Record 1
DFT (ωB97M-V/def2-TZVPD) results for a structure of composition C14H28N6O6Pb in a non-equilibrium geometry.

Atoms and positions in Å:
O1 0.242 -0.848 -4.119
H1 0.247 -1.053 -5.067
Pb1 -0.102 0.108 -1.146
N1 0.134 1.910 0.624
N2 2.110 1.249 -1.024
N3 -1.205 -1.046 0.679
N4 -0.350 -2.263 -1.502
O2 -0.703 1.962 1.622
O3 -1.550 -0.450 1.852
O4 -0.082 -2.976 -2.654
O5 3.072 0.782 -1.683
C1 2.309 2.322 -0.217
C2 1.298 2.600 0.752
C3 -1.252 -2.384 0.689
C4 -0.763 -3.036 -0.498
C5 1.530 3.509 1.904
H2 1.926 2.958 2.773
H3 0.588 3.989 2.197
H4 2.258 4.283 1.642
C6 3.614 3.011 -0.308
H5 3.836 3.228 -1.361
H6 4.417 2.371 0.087
H7 3.608 3.948 0.253
C7 -1.781 -3.172 1.836
C8 -0.790 -4.503 -0.714
H8 -2.210 -2.514 2.595
H9 -0.987 -3.777 2.294
H10 -2.553 -3.868 1.484
H11 0.119 -4.840 -1.224
H12 -1.652 -4.775 -1.342
H13 -0.887 -5.034 0.238
H14 -1.226 0.527 1.727
H15 0.095 -2.237 -3.317
C9 -0.868 0.216 -3.854
H16 -0.366 1.130 -3.495
H17 -1.630 -0.193 -3.168
H18 -1.389 0.476 -4.793
O6 -3.570 2.801 1.249
H19 -4.005 1.994 0.932
H20 -2.630 2.543 1.357
C10 5.004 -2.676 -0.342
C11 3.918 -1.960 0.346
C12 3.630 -1.750 1.696
C13 2.454 -0.969 1.736
N5 2.041 -0.726 0.474
N6 2.955 -1.324 -0.334
C14 1.752 -0.428 2.909
H21 5.937 -2.098 -0.302
H22 5.187 -3.634 0.159
H23 4.752 -2.871 -1.391
H24 4.200 -2.095 2.539
H25 2.971 -1.116 -1.334
H26 1.106 -1.191 3.369
H27 2.488 -0.116 3.665
H28 1.129 0.434 2.645

Cartesian forces, eV/Å:
O -1.98 1.86 0.21
H -0.07 0.30 0.27
Pb 1.81 2.85 1.99
N 3.49 0.95 -0.72
N -0.86 2.26 1.90
N -0.12 -3.10 1.55
N -0.81 -3.03 1.76
O -1.79 -0.36 1.35
O 0.08 -0.39 -0.91
O 0.17 0.70 -0.08
O 1.19 0.07 -1.83
C -0.05 -1.93 -2.13
C -3.20 -1.61 -0.44
C -0.12 3.31 0.83
C 1.01 1.08 -3.47
C -0.09 0.31 0.26
H -0.19 0.13 -0.20
H 0.22 -0.22 0.02
H -0.17 -0.15 0.13
C 0.41 0.16 0.17
H 0.11 -0.13 0.20
H -0.01 0.17 -0.18
H 0.09 -0.12 -0.12
C -0.07 -0.16 0.25
C -0.20 -0.61 0.46
H 0.14 -0.12 -0.20
H -0.13 0.16 -0.07
H 0.12 0.12 0.08
H -0.25 0.16 0.08
H 0.24 0.06 0.07
H 0.01 0.05 -0.20
H 0.00 0.81 0.33
H -0.09 -0.65 0.61
C 0.79 -0.94 -1.96
H -0.32 -0.58 -0.22
H 0.60 0.14 -0.49
H 0.44 -0.35 0.16
O 0.12 -0.50 -0.20
H 0.20 0.36 0.20
H -0.08 0.12 0.01
C 0.69 -0.32 -0.08
C -0.82 0.55 0.90
C -0.04 0.02 -0.43
C 0.48 -0.43 -1.72
N 0.06 -0.77 0.43
N -0.44 -0.77 0.49
C -0.40 0.19 0.70
H -0.19 -0.16 -0.11
H 0.02 0.16 -0.19
H 0.09 0.05 0.22
H 0.08 -0.04 0.07
H -0.08 0.40 0.44
H 0.11 0.23 -0.05
H -0.26 -0.07 -0.17
H 0.09 -0.19 0.04

E_HOMO ... -5.912 eV
Calculated total energy ... -41437.46341 eV

***

Record 2
DFT (ωB97M-V/def2-TZVPD) results for a cluster of 3 separate species, C5H16N2O3 in total in a non-equilibrium geometry.

Atoms and positions in Å:
C1 -0.260 0.284 -0.480
N1 -0.590 1.028 0.684
C2 0.331 1.594 1.496
O1 1.527 1.489 1.317
C3 -0.782 -1.172 -0.507
C4 -0.127 -1.948 -1.637
N2 -0.654 -1.769 0.831
C5 -1.773 -2.655 1.189
H1 0.795 0.287 -0.682
H2 -0.649 0.695 -1.414
H3 -1.569 1.146 0.892
H4 -0.072 2.251 2.279
H5 -1.828 -1.047 -0.717
H6 -0.668 -1.895 -2.584
H7 0.849 -1.550 -1.887
H8 -0.042 -3.010 -1.404
H9 0.164 -2.360 0.809
H10 -1.582 -3.692 0.877
H11 -2.661 -2.445 0.589
H12 -2.014 -2.619 2.248
H13 -0.858 3.092 -1.801
H14 -0.759 3.435 -0.329
O2 -0.806 3.841 -1.201
H15 2.652 -0.263 -0.213
H16 3.625 -1.118 -0.823
O3 2.851 -0.611 -1.100

Cartesian forces, eV/Å:
C 0.23 -1.12 -1.31
N -0.57 0.63 0.10
C 0.35 0.08 -0.62
O 0.24 -0.14 0.22
C 0.32 0.68 0.84
C -0.04 -0.14 -0.72
N -0.43 -0.38 -0.35
C 0.04 -0.58 -0.88
H 0.45 0.13 0.54
H -0.35 0.62 0.10
H 0.05 0.02 0.21
H -0.24 -0.24 0.15
H -0.79 -0.32 0.06
H -0.32 0.07 0.14
H 0.36 -0.13 0.30
H 0.05 0.00 0.09
H 0.33 0.18 0.20
H 0.17 -0.05 0.44
H -0.09 0.54 0.30
H 0.02 0.01 0.05
H 0.05 0.01 -0.07
H 0.07 0.01 -0.02
O -0.10 -0.02 0.05
H -0.51 0.53 -0.33
H 0.20 -0.26 -0.73
O 0.51 -0.14 1.22

Structure (SMILES) ... CN[C@H](C)CNC=O.O.O
E_HOMO ... -9.192 eV
Calculated total energy ... -14566.78187 eV
Energy above the lowest of the compared OMol25 structures with the same formula, charge and spin ... 155.8 kJ/mol

***

Record 3
DFT (ωB97M-V/def2-TZVPD) results for a structure of composition C28H43BN13OSeV.

Atoms and positions in Å:
V1 -0.275 -0.327 0.934
C1 1.094 3.199 -4.661
C2 0.133 2.013 -4.569
C3 -0.630 1.819 -5.877
C4 0.864 0.767 -4.167
C5 1.843 0.054 -4.891
C6 2.192 -0.984 -4.067
N1 1.473 -0.876 -2.925
N2 0.652 0.196 -2.992
B1 1.528 -1.744 -1.705
N3 2.219 -1.075 -0.484
C7 3.539 -1.065 -0.436
C8 3.956 -0.515 0.758
C9 2.813 -0.189 1.444
N4 1.721 -0.509 0.660
C10 2.823 0.300 2.875
C11 1.986 1.529 3.173
C12 4.261 0.562 3.325
N5 0.096 -2.254 -1.296
C13 -0.475 -3.203 -2.016
C14 -1.650 -3.599 -1.403
C15 -1.751 -2.828 -0.263
N6 -0.677 -1.979 -0.202
C16 -2.868 -3.040 0.737
C17 -2.562 -2.689 2.184
C18 -4.204 -2.448 0.273
H1 0.547 4.117 -4.882
H2 1.813 3.040 -5.467
H3 1.654 3.332 -3.736
H4 -0.593 2.218 -3.773
H5 0.060 1.639 -6.703
H6 -1.206 2.712 -6.121
H7 -1.313 0.969 -5.827
H8 2.232 0.271 -5.870
H9 2.901 -1.784 -4.197
H10 2.181 -2.717 -1.956
H11 4.107 -1.467 -1.257
H12 4.968 -0.364 1.080
H13 2.451 -0.529 3.487
H14 2.311 2.392 2.589
H15 2.076 1.781 4.230
H16 0.934 1.354 2.989
H17 4.728 1.322 2.698
H18 4.874 -0.337 3.298
H19 4.259 0.928 4.351
H20 0.014 -3.561 -2.907
H21 -2.319 -4.384 -1.711
H22 -2.998 -4.126 0.709
H23 -3.412 -2.961 2.809
H24 -1.696 -3.240 2.555
H25 -2.386 -1.624 2.334
H26 -4.276 -1.376 0.465
H27 -5.026 -2.907 0.822
H28 -4.376 -2.615 -0.790
C19 -1.541 1.027 -1.150
C20 -0.480 2.017 -0.641
N7 -0.171 1.759 0.803
C21 -0.905 2.697 1.725
C22 -1.533 2.076 2.963
N8 -2.157 0.781 2.716
C23 -3.450 0.818 2.060
C24 -3.267 1.089 0.584
N9 -2.159 0.301 -0.014
H29 -1.046 0.299 -1.796
H30 -2.307 1.524 -1.750
H31 -0.766 3.062 -0.757
H32 0.445 1.868 -1.207
H33 0.824 2.020 0.879
H34 -1.652 3.205 1.123
H35 -0.176 3.464 1.999
H36 -2.248 2.813 3.354
H37 -0.787 1.933 3.741
H38 -2.223 0.269 3.586
H39 -4.120 1.586 2.469
H40 -3.940 -0.144 2.215
H41 -3.057 2.138 0.399
H42 -4.183 0.864 0.032
H43 -2.549 -0.555 -0.395
O1 -0.094 -0.981 2.477
N10 0.220 -1.546 3.661
C25 0.745 -2.711 3.529
C26 1.127 -3.367 4.752
N11 1.437 -3.906 5.715
C27 0.974 -3.398 2.289
N12 1.171 -3.980 1.320
Se1 3.272 2.411 -1.152
C28 2.330 3.412 0.030
N13 1.657 3.956 0.815

Cartesian forces, eV/Å:
V -0.19 0.34 0.34
C 0.01 0.00 -0.06
C -0.04 0.00 0.10
C 0.00 -0.02 -0.06
C 0.02 0.03 -0.01
C -0.03 -0.05 0.06
C 0.13 0.02 0.02
N -0.19 0.06 -0.14
N -0.02 0.02 0.03
B -0.05 -0.11 0.03
N 0.02 0.04 0.10
C -0.01 0.00 -0.06
C 0.08 -0.02 0.01
C -0.12 0.07 0.15
N -0.32 0.02 -0.33
C 0.07 -0.14 0.01
C -0.02 0.17 0.03
C 0.05 -0.01 0.03
N 0.07 0.11 0.03
C -0.03 -0.06 -0.02
C 0.07 0.01 -0.06
C 0.05 0.10 0.16
N 0.03 0.11 -0.12
C 0.01 -0.14 -0.05
C 0.00 0.06 0.11
C -0.05 0.09 0.01
H -0.01 0.01 0.00
H 0.02 0.00 0.00
H 0.01 0.00 0.04
H 0.01 0.00 0.00
H 0.02 -0.01 0.00
H -0.01 0.01 0.00
H -0.01 0.00 0.03
H 0.02 -0.01 -0.05
H 0.02 -0.03 -0.02
H 0.00 -0.02 -0.04
H 0.03 -0.01 -0.02
H 0.03 -0.02 -0.02
H -0.03 0.05 0.02
H -0.02 -0.03 0.00
H 0.02 0.00 -0.01
H -0.11 -0.03 -0.05
H -0.01 0.04 0.00
H 0.00 -0.02 0.00
H -0.02 0.00 0.01
H -0.02 -0.02 -0.02
H -0.02 -0.01 -0.01
H -0.03 0.03 0.01
H -0.01 -0.04 0.00
H -0.08 0.00 -0.06
H -0.03 -0.10 -0.06
H 0.04 0.02 -0.04
H 0.01 -0.03 0.01
H 0.02 -0.04 0.00
C -0.03 -0.03 -0.15
C 0.06 0.02 -0.09
N 0.05 -0.34 -0.19
C 0.11 0.05 -0.11
C 0.02 0.11 0.09
N 0.07 -0.03 -0.11
C -0.16 0.05 0.11
C -0.05 -0.01 -0.19
N 0.28 0.04 -0.17
H 0.01 0.05 -0.06
H 0.02 -0.01 0.02
H 0.00 -0.03 0.03
H -0.03 0.02 -0.03
H -0.08 0.09 0.09
H -0.02 0.02 0.06
H -0.06 -0.05 0.04
H 0.00 -0.05 0.00
H 0.04 -0.01 0.00
H 0.01 0.01 0.02
H 0.04 -0.02 0.03
H 0.02 0.03 -0.01
H -0.02 0.00 0.04
H 0.01 0.01 0.03
H -0.03 0.00 0.04
O 0.18 -0.39 0.78
N 0.13 -0.04 -0.51
C -0.03 0.01 0.42
C -0.05 0.01 -0.08
N 0.02 -0.02 0.03
C 0.12 0.04 -0.05
N -0.04 0.02 -0.04
Se -0.15 0.22 0.08
C 0.13 -0.23 -0.10
N 0.07 0.06 -0.06

E_HOMO (spin up / spin down) ... -9.381 / -9.391 eV
Expectation value of S² ... 0.767
Calculated total energy ... -142855.68478 eV
Net charge ... +1
Energy above the lowest of the compared OMol25 structures with the same formula, charge and spin ... 0.0 kJ/mol
2S+1 ... 2

***

Record 4
DFT (ωB97M-V/def2-TZVPD) results for a cluster of 2 separate species, C7H15O3P in total in a non-equilibrium geometry.

Atoms and positions in Å:
C1 1.832 1.532 -1.440
C2 1.085 2.796 -0.986
C3 -2.706 -1.217 0.733
C4 -0.540 -1.497 2.031
C5 -1.577 0.798 1.710
C6 0.292 -1.454 -2.136
C7 -1.709 -0.654 1.423
O1 2.725 1.417 -2.216
O2 2.977 -0.095 0.136
O3 1.489 -1.210 -1.467
P1 1.472 -0.067 -0.307
H1 1.050 2.758 0.074
H2 0.034 2.526 -1.361
H3 1.542 3.774 -1.435
H4 -3.617 -0.763 0.280
H5 3.668 -0.533 -0.316
H6 -2.671 -2.275 0.598
H7 0.401 -0.969 1.948
H8 -0.435 -2.437 1.536
H9 -0.616 -1.555 3.100
H10 -0.842 1.298 1.023
H11 -2.486 1.252 1.195
H12 -1.363 1.153 2.710
H13 0.191 -2.603 -2.223
H14 0.389 -0.907 -3.063
H15 -0.587 -1.067 -1.546

Cartesian forces, eV/Å:
C -0.84 -0.31 1.78
C 0.11 0.01 -3.06
C -0.25 0.39 -0.08
C -0.91 1.40 -0.66
C -1.32 1.73 -3.11
C -1.18 -1.37 0.49
C 1.36 -0.83 0.97
O 0.53 0.50 -1.06
O 0.53 0.20 2.21
O 1.18 -0.04 0.96
P -1.03 1.03 -1.33
H -0.01 0.31 1.04
H 1.14 0.99 0.48
H -1.12 -1.80 0.89
H 1.04 0.19 0.62
H 0.93 -0.59 -1.21
H 0.06 -0.70 -0.13
H 0.12 0.25 -0.50
H -0.04 -0.83 0.01
H -0.64 -0.55 0.67
H 0.15 -0.85 0.78
H 0.52 -0.07 1.52
H -0.31 -0.27 0.25
H -0.03 1.95 -0.32
H -0.56 -0.34 -0.65
H 0.58 -0.39 -0.57

Structure (SMILES) ... COP(O)C(C)=O.C=C(C)C
E_HOMO ... -7.920 eV
Calculated total energy ... -22931.81975 eV
Energy above the lowest of the compared OMol25 structures with the same formula, charge and spin ... 197.3 kJ/mol

***

Record 5
DFT (ωB97M-V/def2-TZVPD) results for the molecule C3H6N4O in a non-equilibrium geometry.

Atoms and positions in Å:
C1 2.686 -0.142 0.250
C2 1.237 0.048 -0.253
C3 -0.755 0.798 -0.141
H1 3.148 -1.245 0.785
H2 3.600 -0.089 -0.723
H3 2.822 0.831 0.823
H4 -2.650 -1.380 -0.557
H5 -2.323 -1.293 0.954
H6 -2.245 2.293 -0.041
N1 0.641 -1.050 -0.075
N2 -0.711 -0.660 -0.170
N3 -1.733 -1.509 0.065
N4 -1.884 1.267 0.267
O1 0.557 1.292 -0.123

Cartesian forces, eV/Å:
C 4.41 0.69 -2.29
C 4.21 -1.16 2.93
C -2.57 -1.57 2.84
H -2.47 3.62 -1.35
H -2.96 0.20 2.75
H 0.64 -1.60 -0.13
H 3.28 -0.01 0.36
H 2.30 -0.04 -1.01
H 1.90 -3.00 1.33
N -3.66 0.22 -1.48
N 1.36 2.96 -0.43
N -4.98 -0.35 0.85
N -0.48 3.24 -2.73
O -0.98 -3.19 -1.65

Structure (SMILES) ... [H]/N=c1\oc(C)nn1N
E_HOMO ... -8.626 eV
Calculated total energy ... -11210.58514 eV
Energy above the lowest of the compared OMol25 structures with the same formula, charge and spin ... 597.4 kJ/mol

***

Record 6
DFT (ωB97M-V/def2-TZVPD) results for the molecule C4H6N2O.

Atoms and positions in Å:
C1 0.123 0.823 2.151
C2 0.250 0.460 0.703
N1 1.330 0.789 0.041
O1 1.152 0.258 -1.237
C3 -0.021 -0.374 -1.292
N2 -0.334 -0.951 -2.501
C4 -0.667 -0.277 -0.094
H1 0.946 0.379 2.718
H2 0.167 1.907 2.293
H3 -0.820 0.454 2.560
H4 -0.972 -1.730 -2.429
H5 0.482 -1.169 -3.059
H6 -1.630 -0.674 0.187

Cartesian forces, eV/Å:
C -0.02 0.03 0.09
C 0.21 0.07 0.01
N -0.28 -0.02 0.34
O -0.08 -0.15 -0.30
C 0.02 0.00 0.13
N 0.06 -0.07 0.05
C 0.03 -0.05 -0.10
H -0.13 0.07 -0.06
H -0.02 -0.15 -0.05
H 0.14 0.07 -0.08
H 0.05 0.10 -0.04
H -0.14 0.05 0.04
H 0.15 0.04 -0.05

Structure (SMILES) ... Cc1cc(N)on1
E_HOMO ... -8.596 eV
Calculated total energy ... -9271.85731 eV
Energy above the lowest of the compared OMol25 structures with the same formula, charge and spin ... 158.7 kJ/mol